Entry 1:
{"formula": "C14H19CeN4O6P2Se", "method": "ωB97M-V with the def2-TZVPD basis set", "charge": 3, "energy_ha": -4773.85580, "multiplicity": 1, "de_lowest_kcal_mol": 0.00, "mol_weight_g_mol": 620.35, "symbols": ["Ce", "N", "C", "C", "P", "O", "O", "O", "P", "O", "O", "O", "H", "H", "H", "H", "H", "H", "H", "H", "Se", "N", "C", "C", "C", "C", "C", "C", "N", "H", "H", "H", "H", "C", "C", "C", "C", "N", "C", "C", "H", "H", "H", "H", "H", "H", "H"], "coordinates": [[0.080, 0.286, 0.232], [3.449, 2.959, 1.527], [2.866, 2.546, 0.198], [3.693, 3.200, -0.894], [2.878, 0.718, 0.141], [4.437, 0.361, 0.135], [2.156, 0.290, 1.448], [2.103, 0.107, -1.009], [1.115, 2.953, 0.171], [1.202, 4.534, 0.284], [0.452, 2.343, 1.428], [0.385, 2.413, -1.041], [4.362, 2.497, 1.680], [2.843, 2.777, 2.335], [3.727, 3.968, 1.437], [4.779, 2.942, -0.724], [3.581, 4.312, -0.814], [3.456, 2.838, -1.882], [4.824, -0.469, -0.246], [0.536, 5.159, -0.141], [-2.991, -1.283, 1.012], [-2.305, 0.138, 0.018], [-3.241, 0.948, -0.463], [-3.105, 2.289, -0.927], [-4.232, 3.061, -1.150], [-5.531, 2.537, -0.963], [-5.710, 1.253, -0.453], [-4.576, 0.443, -0.155], [-4.550, -0.701, 0.546], [-2.063, 2.600, -1.054], [-4.088, 4.122, -1.420], [-6.416, 3.167, -1.182], [-6.712, 0.882, -0.227], [0.018, -6.750, 0.051], [0.100, -5.254, 0.107], [-0.167, -4.540, 1.288], [0.002, -3.157, 1.356], [0.288, -2.442, 0.242], [0.601, -3.072, -0.904], [0.572, -4.470, -0.989], [-0.720, -7.109, 0.789], [1.018, -7.256, 0.332], [-0.269, -7.082, -0.951], [-0.547, -5.051, 2.196], [-0.165, -2.603, 2.278], [1.014, -2.474, -1.711], [0.850, -4.931, -1.929]], "mulliken_charge": [1.326, -0.256, 0.352, -1.496, 1.138, -0.596, -0.601, -0.480, 1.145, -0.582, -0.582, -0.571, 0.401, 0.343, 0.417, 0.413, 0.449, 0.469, 0.408, 0.425, 0.500, -0.490, 1.146, -0.545, -0.593, -0.483, -0.546, 0.462, -0.612, 0.453, 0.404, 0.404, 0.454, -1.311, 0.987, -0.761, -0.452, -0.096, -0.182, -0.816, 0.382, 0.298, 0.394, 0.376, 0.613, 0.459, 0.434]}

Entry 2:
{"formula": "C14H19F12N3O14S4Zn", "method": "ωB97M-V with the def2-TZVPD basis set", "energy_ha": -6332.96914, "multiplicity": 1, "mol_weight_g_mol": 874.95, "symbols": ["Zn", "C", "F", "F", "F", "S", "O", "O", "N", "S", "O", "O", "C", "F", "F", "F", "C", "F", "F", "F", "S", "O", "O", "N", "S", "O", "O", "C", "F", "F", "F", "C", "C", "C", "C", "N", "H", "H", "H", "H", "H", "H", "H", "C", "O", "C", "O", "O", "C", "H", "H", "H", "H", "H", "H", "C", "O", "C", "O", "O", "C", "H", "H", "H", "H", "H", "H"], "coordinates": [[0.075, 0.181, -0.533], [-3.975, -0.186, -1.934], [-5.091, -0.569, -1.271], [-4.193, -0.187, -3.263], [-3.701, 1.023, -1.616], [-2.539, -1.491, -1.557], [-2.598, -1.580, -0.118], [-2.727, -2.703, -2.314], [-1.211, -0.708, -2.020], [-0.636, -0.471, -3.480], [-1.568, -0.224, -4.516], [0.454, 0.412, -3.392], [0.127, -2.169, -3.843], [-0.628, -2.986, -4.686], [1.375, -2.115, -4.383], [0.270, -2.979, -2.714], [3.507, 1.382, 0.989], [3.433, 0.067, 1.206], [4.498, 1.848, 1.818], [3.965, 1.537, -0.230], [1.906, 2.312, 1.311], [1.385, 1.627, 2.418], [2.284, 3.674, 1.441], [1.065, 2.040, -0.081], [0.201, 3.135, -0.797], [-0.701, 2.519, -1.718], [-0.369, 4.040, 0.109], [1.472, 4.112, -1.846], [2.759, 3.893, -1.489], [1.377, 3.768, -3.173], [1.311, 5.436, -1.693], [-3.535, 0.731, 4.004], [-3.460, 2.022, 3.245], [-3.580, 1.940, 1.699], [-2.389, 1.356, 1.131], [-1.439, 0.929, 0.655], [-2.676, 0.085, 3.734], [-4.436, 0.198, 3.712], [-3.535, 0.914, 5.058], [-2.559, 2.615, 3.498], [-4.288, 2.610, 3.628], [-3.704, 2.922, 1.217], [-4.392, 1.272, 1.398], [3.445, 0.825, -3.117], [3.803, -0.426, -2.524], [3.020, -0.999, -1.664], [1.953, -0.575, -1.229], [3.609, -2.122, -1.301], [2.922, -2.918, -0.290], [3.190, 0.675, -4.148], [4.321, 1.451, -2.968], [2.576, 1.255, -2.706], [3.653, -3.683, -0.151], [2.059, -3.338, -0.796], [2.574, -2.359, 0.563], [0.337, -0.909, 3.823], [0.440, -2.086, 3.004], [0.245, -2.049, 1.748], [0.280, -1.043, 1.069], [-0.121, -3.185, 1.158], [-0.182, -4.514, 1.869], [-0.084, -1.245, 4.770], [-0.321, -0.206, 3.335], [1.307, -0.494, 4.050], [-0.817, -4.494, 2.751], [0.853, -4.731, 2.085], [-0.599, -5.063, 1.069]], "mulliken_charge": [3.756, 0.546, -0.234, -0.211, -0.168, 0.862, -0.540, -0.620, -0.992, 0.561, -0.591, -0.463, 0.701, -0.265, -0.242, -0.223, 0.736, -0.245, -0.253, -0.227, 0.711, -0.525, -0.621, -0.471, 0.907, -0.585, -0.622, 0.564, -0.204, -0.225, -0.219, -0.890, -0.552, -0.712, 0.111, 0.708, 0.079, 0.309, 0.384, 0.333, 0.393, 0.321, 0.263, -0.136, -0.460, 0.365, -0.111, -0.529, -0.653, 0.325, 0.315, -0.376, 0.361, 0.329, 0.069, -0.475, -0.414, 0.142, -0.589, -0.164, -0.824, 0.348, 0.053, 0.221, 0.268, 0.331, 0.258]}

Entry 3:
{"formula": "C14H19F2N3O7PS3", "method": "ωB97M-V with the def2-TZVPD basis set", "charge": -1, "energy_ha": -2971.43424, "multiplicity": 1, "mol_weight_g_mol": 506.49, "symbols": ["C", "C", "P", "C", "C", "C", "C", "C", "C", "C", "N", "C", "C", "O", "N", "C", "C", "S", "C", "O", "O", "H", "H", "H", "H", "H", "H", "H", "H", "H", "H", "H", "H", "H", "H", "H", "H", "H", "H", "H", "N", "S", "O", "O", "F", "S", "O", "O", "F"], "coordinates": [[0.571, -2.790, 1.439], [1.241, -1.839, 0.375], [-0.076, -1.315, -0.857], [0.669, -0.437, -2.350], [2.233, -0.206, -2.166], [-1.338, -0.194, -0.005], [-0.848, 1.213, 0.353], [0.603, 1.724, 0.101], [-1.797, 2.098, 0.980], [-3.221, 1.723, 1.289], [-3.987, 2.704, 1.905], [-5.223, 2.194, 2.128], [-5.725, 0.849, 1.754], [-7.055, 0.514, 2.058], [-4.945, -0.065, 1.153], [-3.644, 0.368, 0.928], [-2.709, -0.638, 0.291], [-3.341, -2.305, -0.072], [-4.317, -3.016, 1.333], [-4.240, -2.176, -1.240], [-2.339, -3.319, -0.404], [0.170, -3.697, 0.904], [-0.262, -2.307, 2.022], [1.327, -3.167, 2.185], [1.988, -2.462, -0.198], [1.832, -0.993, 0.826], [0.449, -1.056, -3.258], [0.187, 0.571, -2.538], [2.732, -1.186, -2.385], [2.627, 0.532, -2.919], [2.491, 0.152, -1.143], [0.670, 2.738, 0.593], [1.391, 1.048, 0.527], [0.761, 1.853, -0.997], [-1.435, 3.121, 1.264], [-5.950, 2.869, 2.657], [-6.997, 0.186, 2.979], [-3.816, -2.767, 2.309], [-4.415, -4.117, 1.162], [-5.354, -2.583, 1.267], [6.671, 2.085, -0.704], [8.028, 1.924, -1.497], [8.217, 2.776, -2.637], [8.581, 0.604, -1.586], [9.015, 2.603, -0.438], [5.438, 1.567, -1.526], [4.176, 1.992, -0.982], [5.469, 0.213, -2.002], [5.498, 2.414, -2.874]], "mulliken_charge": [-1.011, -0.541, 0.249, -0.669, -0.892, 0.111, 1.012, -1.041, -0.726, 0.218, -0.610, -0.084, 0.054, -0.509, -0.300, 0.133, -0.378, 1.476, -1.016, -0.729, -0.575, 0.246, 0.210, 0.392, 0.375, 0.369, 0.444, 0.366, 0.333, 0.355, 0.095, 0.372, 0.093, 0.172, 0.274, 0.370, 0.355, 0.302, 0.382, 0.329, -0.408, 1.122, -0.594, -0.595, -0.281, 1.204, -0.579, -0.589, -0.286]}

Entry 4:
{"formula": "C14H19N2O2P", "method": "ωB97M-V with the def2-TZVPD basis set", "charge": 2, "energy_ha": -1145.71624, "multiplicity": 1, "mol_weight_g_mol": 278.29, "symbols": ["C", "C", "C", "C", "N", "C", "C", "C", "C", "C", "C", "N", "P", "O", "O", "C", "C", "C", "C", "H", "H", "H", "H", "H", "H", "H", "H", "H", "H", "H", "H", "H", "H", "H", "H", "H", "H", "H"], "coordinates": [[5.078, 0.664, -1.153], [4.234, 0.552, 0.150], [5.173, 0.394, 1.347], [3.276, 1.759, 0.334], [1.866, 1.317, 0.200], [1.029, 1.413, 1.241], [-0.281, 0.978, 1.169], [-0.735, 0.440, -0.029], [-2.135, -0.063, -0.101], [-2.405, -1.331, 0.418], [-3.699, -1.816, 0.404], [-4.703, -1.075, -0.104], [-6.487, -1.702, -0.046], [-6.721, -2.247, -1.535], [-6.306, -2.984, 0.899], [-4.454, 0.122, -0.632], [-3.179, 0.666, -0.652], [0.132, 0.366, -1.114], [1.425, 0.818, -0.963], [4.738, 1.505, -1.754], [5.077, -0.259, -1.720], [6.095, 0.913, -0.869], [3.651, -0.366, 0.094], [5.951, -0.309, 1.062], [4.686, -0.032, 2.220], [5.681, 1.320, 1.606], [3.419, 2.135, 1.339], [3.478, 2.525, -0.405], [1.433, 1.834, 2.147], [-0.900, 1.066, 2.047], [-1.608, -1.930, 0.829], [-3.913, -2.784, 0.825], [-6.337, -3.118, -1.734], [-6.197, -3.825, 0.424], [-5.270, 0.694, -1.052], [-3.003, 1.639, -1.082], [-0.230, -0.043, -2.042], [2.141, 0.762, -1.768]], "mulliken_charge": [-1.434, 0.967, -1.891, -1.154, 0.099, -0.254, -0.574, 0.677, 0.363, -0.585, -0.266, 0.135, 0.241, -0.394, -0.452, -0.296, -0.554, -0.590, -0.228, 0.380, 0.292, 0.477, 0.310, 0.488, 0.419, 0.435, 0.353, 0.482, 0.412, 0.506, 0.504, 0.479, 0.347, 0.344, 0.426, 0.517, 0.522, 0.498]}

Entry 5:
{"formula": "C14H19N3O2S2", "method": "ωB97M-V with the def2-TZVPD basis set", "energy_ha": -1655.94857, "multiplicity": 1, "smiles": "CC(C)C[C@@H]1n2cncc2CN(Cc2cccs2)S1(=O)=O", "de_lowest_kcal_mol": 67.53, "mol_weight_g_mol": 325.46, "symbols": ["C", "C", "C", "C", "C", "N", "C", "N", "C", "C", "C", "N", "C", "C", "C", "C", "C", "S", "S", "O", "O", "H", "H", "H", "H", "H", "H", "H", "H", "H", "H", "H", "H", "H", "H", "H", "H", "H", "H", "H"], "coordinates": [[0.671, 4.126, -1.001], [0.474, 3.373, 0.349], [-0.363, 4.159, 1.348], [-0.216, 2.011, 0.099], [-0.295, 1.077, 1.329], [1.035, 0.450, 1.603], [2.153, 1.037, 2.169], [3.151, 0.175, 2.277], [2.698, -0.987, 1.669], [1.386, -0.837, 1.270], [0.455, -1.916, 0.703], [-0.760, -1.341, 0.064], [-1.689, -2.319, -0.516], [-1.112, -3.017, -1.719], [-1.000, -4.363, -1.820], [-0.512, -4.806, -3.127], [-0.258, -3.738, -3.923], [-0.638, -2.203, -3.175], [-1.581, -0.214, 1.083], [-2.777, 0.266, 0.370], [-1.900, -0.953, 2.351], [-0.318, 4.306, -1.493], [1.301, 3.553, -1.685], [1.141, 5.074, -0.798], [1.463, 3.210, 0.760], [-1.417, 4.182, 1.109], [-0.005, 5.208, 1.403], [-0.222, 3.765, 2.384], [0.356, 1.532, -0.659], [-1.206, 2.174, -0.304], [-0.642, 1.611, 2.219], [2.194, 2.101, 2.486], [3.300, -1.915, 1.627], [0.956, -2.581, 0.004], [0.198, -2.620, 1.556], [-2.596, -1.846, -0.912], [-1.938, -3.021, 0.299], [-1.273, -5.030, -1.018], [-0.328, -5.843, -3.450], [0.113, -3.841, -4.929]], "mulliken_charge": [-1.630, 1.045, -1.369, -1.240, -0.281, 0.194, -0.009, -0.679, -0.686, 0.319, -0.744, 0.224, -1.014, 0.356, -0.475, -0.424, -0.474, -0.132, 1.306, -0.695, -0.705, 0.325, 0.403, 0.441, 0.067, 0.298, 0.420, 0.314, 0.415, 0.587, 0.304, 0.346, 0.374, 0.540, 0.282, 0.462, 0.347, 0.417, 0.347, 0.424]}